[1]
The following is a quantum chemistry calculation of C14H26BFI2O7P as an isolated structure at a distorted geometry, from the Open Molecules 2025 dataset.

Structure (XYZ):
```
52
Properties=species:S:1:pos:R:3:forces:R:3
C 1.178 -3.410 0.815 -0.18 -0.12 0.08
C 2.100 -2.636 -0.077 -0.05 0.20 0.52
O 2.636 -3.070 -1.053 0.20 -0.29 -0.62
O 2.289 -1.385 0.372 -0.05 -0.03 0.09
C 2.913 -0.473 -0.555 -0.92 -0.02 -0.01
O 3.956 -0.029 -0.236 0.96 0.36 0.25
C 2.044 -0.109 -1.689 -0.25 -0.41 -0.28
B 1.630 1.498 -1.707 0.05 0.32 0.07
C 0.304 1.819 -2.637 -0.08 -0.02 -0.12
C 0.090 0.857 -3.820 -0.28 -0.12 0.09
C -0.641 1.452 -5.006 0.10 0.21 -0.13
F -2.044 1.491 -4.804 0.32 0.00 0.06
C 1.382 2.105 -0.176 -0.03 0.00 -0.05
I 2.582 3.731 0.483 0.01 -0.08 -0.04
C 0.439 1.659 0.654 -0.08 -0.09 -0.17
C -0.464 0.475 0.384 -0.01 -0.01 0.04
I -0.045 2.511 2.542 0.04 -0.11 0.05
P 3.047 2.302 -2.816 -0.10 -0.26 -0.23
O 3.119 1.672 -4.162 0.02 0.13 0.28
O 4.522 2.308 -2.144 0.23 0.09 0.21
O 2.760 3.900 -2.956 0.16 0.36 0.02
H 0.198 -2.923 0.832 0.09 -0.07 0.00
H 1.087 -4.425 0.429 -0.01 0.12 0.13
H 1.565 -3.415 1.838 -0.04 -0.01 -0.11
H 2.601 -0.329 -2.610 -0.13 0.05 0.13
H 1.151 -0.745 -1.681 0.21 0.08 -0.06
H -0.607 1.850 -2.027 0.07 0.02 -0.06
H 0.408 2.838 -3.037 -0.06 -0.09 0.08
H 1.056 0.496 -4.189 -0.10 0.11 -0.01
H -0.493 -0.016 -3.489 0.20 0.04 -0.11
H -0.318 2.489 -5.180 -0.09 -0.22 0.03
H -0.473 0.879 -5.926 -0.12 0.00 0.20
H -0.081 -0.412 0.908 -0.07 0.19 -0.15
H -1.476 0.649 0.762 0.15 0.02 -0.09
H -0.523 0.271 -0.687 0.08 -0.04 0.18
H 4.484 2.222 -1.179 -0.03 -0.12 -0.17
H 3.538 4.416 -2.699 -0.25 -0.21 -0.04
C -2.454 -3.020 4.331 -0.05 0.00 -0.04
C -1.874 -1.828 3.587 0.05 0.04 0.00
O -2.701 -1.333 2.549 -0.02 -0.10 -0.02
C -3.971 -0.853 2.951 -0.01 0.04 0.03
C -3.897 0.239 4.002 0.03 0.05 0.04
H -2.681 -3.831 3.637 0.00 0.00 0.00
H -1.732 -3.382 5.064 0.02 -0.01 -0.01
H -3.370 -2.766 4.867 0.01 0.02 0.02
H -0.951 -2.119 3.090 0.08 -0.02 -0.04
H -1.612 -1.028 4.288 -0.02 0.00 -0.01
H -4.605 -1.677 3.304 0.04 -0.02 0.01
H -4.427 -0.470 2.038 0.01 0.01 0.00
H -3.460 -0.129 4.931 -0.06 0.01 0.03
H -4.895 0.614 4.235 -0.02 0.00 -0.05
H -3.283 1.068 3.649 0.01 0.02 -0.02
```
Forces are in eV/Å.

The net charge is -1. Its molecular weight is 620.9 g/mol. Its relative energy (zero: lowest compared OMol25 entry of this formula, charge and spin) is 0.0 kcal per mole. The gap between HOMO and LUMO is 7.911 eV.

[2]
The following is a quantum chemistry calculation of an isolated ion of composition C14H26Cl2NO6P2S and charge -1, from the Open Molecules 2025 dataset.

Structure (XYZ):
```
52
Properties=species:S:1:pos:R:3:forces:R:3
C -3.920 0.688 0.872 -0.22 0.21 0.25
C -3.323 1.792 -0.001 0.08 -0.43 -0.46
C -1.829 1.629 -0.285 -0.22 0.62 0.33
O -1.543 0.280 -0.544 0.29 0.15 -0.28
P -0.067 -0.462 -1.046 -0.60 -0.57 0.23
C 0.469 -0.823 0.775 -0.10 0.08 0.25
C 0.066 0.163 1.836 -0.10 -0.09 0.37
O 0.782 -0.210 3.071 0.18 0.28 -0.18
C 0.661 0.695 4.068 0.00 0.00 0.07
O -0.381 0.939 4.618 -0.07 0.08 -0.10
C 1.967 1.354 4.463 0.43 -0.40 0.15
C 2.317 1.058 5.925 -0.25 0.12 -0.03
C 1.519 -1.290 -1.701 0.51 0.10 -0.18
O 2.065 -0.589 -2.813 -0.12 -0.05 -0.02
C 3.377 -0.976 -3.140 0.00 -0.01 -0.13
N 0.851 1.205 -0.917 0.27 -0.27 0.12
C 1.926 1.477 -0.528 -0.08 0.24 -0.16
S 3.379 1.881 0.022 0.18 0.05 0.09
C -0.548 -0.008 -2.921 0.18 -0.03 0.18
Cl -0.614 1.701 -3.346 -0.17 0.12 0.02
C -0.769 -0.774 -3.985 0.01 -0.02 -0.14
C -1.146 -0.304 -5.360 -0.01 -0.22 -0.11
Cl -0.458 -2.500 -3.960 0.06 -0.05 0.02
P -1.447 -2.324 -1.067 -0.30 0.31 -0.52
O -0.384 -3.565 -0.704 -0.34 -0.26 0.07
O -2.259 -2.165 0.383 0.16 -0.19 0.20
H -4.778 1.064 1.436 -0.02 0.00 -0.03
H -4.270 -0.148 0.270 0.17 -0.07 0.01
H -3.204 0.295 1.594 0.04 0.01 -0.04
H -3.478 2.785 0.427 0.01 -0.01 0.04
H -3.824 1.772 -0.974 -0.14 0.11 0.08
H -1.268 2.023 0.573 0.07 -0.25 0.06
H -1.585 2.289 -1.117 0.14 -0.15 -0.05
H 0.050 -1.780 1.095 0.00 -0.06 -0.09
H 1.551 -0.941 0.853 0.02 0.17 -0.18
H -0.999 0.153 2.061 -0.03 -0.02 -0.14
H 0.379 1.180 1.598 0.00 0.00 -0.06
H 1.888 2.430 4.302 -0.21 0.00 -0.01
H 2.761 0.986 3.817 -0.04 0.06 -0.10
H 2.612 0.015 6.042 0.05 0.00 0.03
H 1.448 1.233 6.559 0.02 0.04 0.03
H 3.129 1.700 6.266 0.06 -0.07 0.00
H 2.284 -1.320 -0.918 -0.11 0.09 0.11
H 1.318 -2.324 -1.993 -0.11 0.00 0.08
H 3.671 -1.899 -2.632 0.01 0.02 0.02
H 4.083 -0.181 -2.880 0.03 -0.04 0.09
H 3.439 -1.156 -4.218 -0.02 0.03 -0.01
H -0.279 0.137 -5.857 -0.03 0.12 0.00
H -1.948 0.431 -5.322 0.07 0.07 0.01
H -1.475 -1.150 -5.962 -0.04 0.00 0.01
H -0.176 -3.634 0.233 0.31 0.17 0.04
H -2.020 -2.833 1.032 -0.01 -0.01 0.04
```
Forces are in eV/Å.

The net charge is -1. Its molecular weight is 469.3 g/mol. Its relative energy (zero: lowest compared OMol25 entry of this formula, charge and spin) is 0.0 kcal per mole. The gap between HOMO and LUMO is 7.025 eV.

[3]
The following is a quantum chemistry calculation of a 7-piece molecular cluster, C14H26F2N2O28PS6 overall at a distorted geometry, from the Open Molecules 2025 dataset.

Structure (XYZ):
```
79
Properties=species:S:1:pos:R:3:forces:R:3
O 3.994 0.538 1.647 -0.24 -0.25 -0.82
N 3.812 0.204 0.572 0.51 -1.10 2.63
O 3.394 1.367 -0.240 2.88 0.75 -4.40
P 3.579 0.916 -1.786 -0.37 0.49 2.21
N 4.892 -0.225 -1.836 0.34 -0.91 -1.81
C 6.144 0.441 -1.810 1.13 1.68 1.35
O 6.233 1.524 -1.322 -0.54 -0.28 -0.27
F 7.226 -0.145 -2.289 -1.35 -0.90 -0.18
C 4.684 -1.015 -3.035 -0.49 -0.15 -1.67
O 4.230 -0.495 -4.009 -0.05 0.12 0.54
F 4.937 -2.299 -3.050 0.47 0.61 1.23
H 3.800 2.014 -2.647 -0.08 -0.18 0.31
H 2.430 0.165 -2.122 0.52 0.19 -0.16
C -0.090 1.803 3.576 -0.50 0.36 0.35
C -1.074 1.330 2.530 0.00 -0.67 0.19
O -0.757 2.103 1.360 0.57 0.41 0.07
S 0.814 2.409 1.339 -1.12 -0.26 0.78
O 1.465 1.455 0.486 -2.33 0.50 1.05
O 1.003 3.800 1.167 0.28 -0.11 -0.46
O 1.138 2.015 2.856 0.07 -0.30 -0.64
H -0.396 2.756 4.011 0.03 -0.02 -0.01
H 0.052 1.074 4.369 0.26 -0.02 -0.12
H -2.108 1.487 2.827 -0.01 0.14 -0.25
H -0.923 0.275 2.293 -0.07 0.02 0.02
C -1.727 -4.015 1.006 0.22 0.14 -0.45
C -0.707 -3.438 1.968 0.03 -0.48 0.34
O -1.273 -2.194 2.396 -0.22 0.07 -0.34
S -2.886 -2.329 2.428 0.08 -0.41 -0.60
O -3.279 -2.618 3.760 -0.07 0.06 -0.07
O -3.435 -1.261 1.679 1.91 -1.41 -1.46
O -2.997 -3.687 1.572 0.22 0.17 0.52
H -1.658 -3.544 0.023 0.03 -0.03 0.01
H -1.627 -5.093 0.898 -0.22 0.01 0.11
H 0.262 -3.277 1.502 -0.06 0.24 0.03
H -0.586 -4.075 2.846 0.03 -0.03 -0.05
C 5.929 3.255 -4.660 0.25 -0.24 -0.45
C 6.599 4.606 -4.816 0.10 0.17 0.59
O 5.798 5.300 -5.774 -0.33 -0.60 -0.13
S 4.262 4.849 -5.628 0.30 0.37 -0.11
O 3.583 5.799 -4.827 -0.19 -0.20 0.00
O 3.792 4.438 -6.895 -0.08 0.06 0.04
O 4.522 3.527 -4.719 0.19 0.16 0.29
H 6.181 2.587 -5.487 0.04 0.02 0.01
H 6.187 2.776 -3.716 -0.17 0.12 0.07
H 7.626 4.524 -5.163 -0.10 0.11 -0.22
H 6.575 5.171 -3.882 0.05 -0.06 0.02
C -6.101 -2.400 6.382 -0.16 -0.07 -0.49
C -5.420 -1.069 6.160 0.57 -0.15 0.18
O -6.395 -0.090 6.537 -0.45 -0.32 0.12
S -7.308 -0.681 7.724 0.38 -0.27 -0.26
O -6.808 -0.199 8.961 -0.24 -0.02 0.06
O -8.668 -0.544 7.350 0.02 0.21 0.13
O -6.876 -2.224 7.574 0.15 0.47 0.13
H -6.783 -2.637 5.562 0.04 0.00 -0.01
H -5.390 -3.213 6.506 -0.09 0.01 0.23
H -5.110 -0.929 5.128 -0.17 0.14 0.17
H -4.554 -0.952 6.819 0.00 -0.07 -0.02
C 3.544 -3.261 -5.726 0.39 -0.29 0.22
C 4.285 -2.420 -6.746 -0.34 0.47 -0.02
O 4.374 -3.249 -7.902 -0.10 -0.43 0.33
S 3.069 -4.198 -7.984 0.10 0.17 0.03
O 2.132 -3.602 -8.862 -0.07 -0.16 0.05
O 3.500 -5.538 -8.119 0.00 0.05 -0.13
O 2.555 -3.967 -6.468 0.09 0.32 -0.33
H 4.209 -3.994 -5.260 0.03 0.04 0.02
H 3.076 -2.656 -4.953 -0.26 -0.07 -0.14
H 5.276 -2.127 -6.405 0.09 -0.18 -0.21
H 3.714 -1.526 -7.011 0.03 0.02 0.08
C -6.742 2.147 3.716 0.30 0.41 0.22
C -6.534 2.458 2.249 -0.59 0.05 -0.13
O -5.606 1.464 1.793 0.31 -0.21 0.49
S -5.848 0.099 2.612 -0.60 0.93 0.13
O -6.667 -0.755 1.833 0.27 -0.33 0.16
O -4.606 -0.322 3.154 -1.75 1.43 1.51
O -6.750 0.719 3.791 -0.01 -0.18 -0.62
H -5.912 2.516 4.323 -0.04 0.03 0.00
H -7.676 2.553 4.098 -0.05 -0.25 0.03
H -6.137 3.457 2.086 0.22 -0.14 -0.08
H -7.461 2.340 1.683 0.00 0.04 0.03
```
Forces are in eV/Å.

The net charge is +1. Its molecular weight is 931.7 g/mol. The gap between HOMO and LUMO is 7.127 eV.

[4]
The following is a quantum chemistry calculation of C14H26IIrN3O3P2S3 as an isolated structure at a distorted geometry, from the Open Molecules 2025 dataset.

Structure (XYZ):
```
53
Properties=species:S:1:pos:R:3:forces:R:3
Ir -0.336 0.273 -0.321 4.32 1.71 -0.12
C 3.320 0.193 0.267 -0.42 -0.21 0.31
P 1.930 0.774 -0.738 -1.24 -0.29 -0.87
C 2.349 0.291 -2.434 0.00 -0.05 0.13
C 2.140 2.576 -0.728 0.16 0.00 0.28
C 1.105 3.187 -1.641 -0.12 -0.09 -0.13
P -0.557 2.531 -1.212 -0.20 -0.79 0.82
C -1.145 3.773 -0.025 -0.05 -0.19 -0.01
C -1.494 2.895 -2.713 -0.18 -0.35 0.06
H 4.251 0.515 -0.198 -0.05 0.05 -0.06
H 3.300 -0.894 0.334 0.14 0.02 0.01
H 3.250 0.612 1.271 0.07 0.02 -0.01
H 3.301 0.725 -2.742 0.01 -0.02 -0.01
H 1.548 0.619 -3.095 0.04 -0.01 -0.05
H 2.398 -0.797 -2.483 0.01 0.00 0.00
H 3.158 2.832 -1.029 0.02 -0.03 0.04
H 1.997 2.920 0.301 0.06 0.00 0.02
H 1.311 2.937 -2.683 0.00 0.04 -0.01
H 1.097 4.274 -1.553 -0.09 0.00 -0.07
H -1.114 4.760 -0.488 0.02 0.01 0.02
H -0.516 3.763 0.865 0.02 0.11 -0.02
H -2.169 3.529 0.254 0.01 0.06 0.00
H -1.283 3.919 -3.024 0.04 0.03 0.09
H -2.559 2.780 -2.517 0.01 -0.04 -0.02
H -1.211 2.202 -3.503 -0.03 0.02 -0.01
O -2.156 -1.072 0.464 -0.21 0.68 0.34
S -2.922 -0.171 -0.452 -1.16 -0.23 -0.97
O -4.293 -0.520 -0.629 0.08 -0.07 -0.01
O -2.649 1.230 -0.087 -0.93 -0.23 0.39
S -1.765 -0.417 -2.176 0.65 0.22 0.53
I 1.555 -1.869 4.940 -0.07 0.11 -0.04
C 0.458 -0.420 3.921 0.20 -0.08 0.06
C -0.527 0.328 4.545 -0.04 0.03 -0.01
C -1.226 1.252 3.787 0.08 0.02 0.04
C -0.934 1.385 2.444 0.04 0.15 0.09
N 0.033 0.674 1.848 -0.45 -0.45 -0.81
C 0.718 -0.215 2.579 0.13 0.20 0.11
H -0.745 0.196 5.596 -0.01 -0.03 0.00
H -2.001 1.859 4.230 -0.03 -0.01 -0.03
H -1.494 2.059 1.818 -0.04 -0.11 0.01
H 1.487 -0.777 2.076 -0.08 -0.07 0.02
S 1.041 -2.092 -0.049 -0.71 0.04 0.03
C 0.065 -3.476 -0.251 -0.03 -0.03 -0.07
N 0.555 -4.719 -0.261 -0.03 -0.07 -0.04
C -0.478 -5.720 -0.532 0.07 0.02 -0.02
C -1.756 -4.856 -0.594 0.01 -0.01 0.02
N -1.240 -3.494 -0.449 -0.05 -0.23 0.16
H 1.534 -4.925 -0.178 0.01 0.09 -0.05
H -0.510 -6.466 0.259 -0.03 0.00 0.00
H -0.281 -6.220 -1.480 -0.02 -0.02 0.00
H -2.454 -5.089 0.209 0.01 0.01 0.02
H -2.273 -4.963 -1.545 -0.03 0.00 0.01
H -1.816 -2.692 -0.198 0.08 0.11 -0.16
```
Forces are in eV/Å.

The net charge is +1. Its molecular weight is 761.7 g/mol. Its relative energy (zero: lowest compared OMol25 entry of this formula, charge and spin) is 60.0 kcal per mole. The gap between HOMO and LUMO is 7.742 eV.

net charge of number 2 (C14H26Cl2NO6P2S)? -1

Which value of gap between HOMO and LUMO does entry 2 give? 7.025 eV

Among the records above, which one has the lowest gap between HOMO and LUMO? C14H26Cl2NO6P2S

Number 1 is which compound? C14H26BFI2O7P